(1)
{
  "formula": "C10H14BBrN6Pd",
  "method": "ωB97M-V with the def2-TZVPD basis set",
  "symbols": ["C", "N", "N", "C", "C", "B", "N", "N", "C", "C", "C", "Pd", "N", "N", "C", "C", "C", "H", "H", "H", "H", "H", "H", "H", "H", "H", "H", "H", "C", "H", "H", "H", "Br"],
  "positions_angstrom": [[3.0216, -0.4648, -0.0455], [1.7151, -0.5267, -0.3930], [1.5704, 0.0799, -1.6345], [2.8029, 0.3905, -2.0827], [3.7534, 0.0958, -1.1037], [0.2864, 0.2602, -2.5219], [-0.6222, -0.9474, -2.1926], [-0.6586, -1.6762, -1.0097], [-1.4788, -2.7299, -1.1870], [-1.9220, -2.7316, -2.5137], [-1.3248, -1.6332, -3.1231], [0.1797, -1.2271, 0.8978], [-0.3706, 1.7410, -2.5968], [-1.3876, 2.2054, -1.7208], [-1.4647, 3.5250, -1.8565], [-0.6711, 3.9429, -2.9858], [-0.0343, 2.7646, -3.4445], [-2.0455, 4.1626, -1.1573], [0.6146, 2.6366, -4.2952], [-0.5762, 4.9336, -3.3418], [0.6687, 0.1383, -3.6588], [-1.3883, -1.2422, -4.1372], [2.8835, 0.8495, -3.0438], [-2.6513, -3.4010, -2.9348], [4.7937, 0.3526, -1.1561], [-1.6954, -3.3619, -0.3227], [3.3801, -0.7060, 0.9551], [-1.6341, -0.6523, 1.2333], [-1.4911, -1.4174, 2.0091], [-2.2127, -2.2083, 1.7936], [-0.4136, -1.8633, 2.1968], [-1.7578, -0.8668, 2.9263], [0.7504, 0.4675, 2.5510]],
  "forces_ev_per_a": [[-0.2, 0.6, -0.8], [-0.4, 0.5, 0.5], [0.2, -0.4, 0.6], [-0.1, -0.1, 1.3], [-0.9, 0.1, -0.2], [0.7, -0.8, -0.5], [0.2, -0.4, 0.6], [-0.6, 0.0, 0.4], [0.3, 0.9, -0.4], [-0.1, 0.0, 0.2], [-0.5, 0.1, 0.9], [5.6, 3.8, -5.6], [0.1, 2.0, -1.5], [0.6, 1.5, 0.7], [0.0, -1.0, 0.2], [-0.8, -0.5, 1.4], [-0.2, -3.0, 1.6], [0.2, -0.7, -0.9], [0.1, -0.1, 0.0], [0.1, 0.7, -0.5], [-0.1, 0.0, 0.2], [0.0, -0.3, 0.3], [0.3, 0.1, -0.3], [0.2, -0.1, -0.2], [0.2, -0.2, 0.1], [0.0, 0.0, -0.7], [-0.3, -0.3, -0.5], [-0.9, 0.2, 0.1], [-3.0, -0.2, 1.2], [0.3, -0.1, 0.2], [-2.1, -1.3, 1.9], [0.5, -0.6, -0.2], [0.4, -0.5, -0.4]],
  "charge": 2,
  "homo_ha": [-0.585, -0.584],
  "s2": 2.025,
  "orbital_gap_ev": [6.83, 4.62],
  "spin_multiplicity": 3,
  "total_energy_ha": -3443.99572
}



(2)
{
  "formula": "C10H14BClN6O4V",
  "method": "ωB97M-V with the def2-TZVPD basis set",
  "symbols": ["H", "N", "B", "N", "C", "V", "H", "C", "H", "C", "H", "C", "H", "H", "H", "N", "N", "N", "N", "C", "C", "H", "H", "C", "C", "C", "C", "H", "H", "H", "H", "H", "O", "Cl", "O", "O", "O"],
  "positions_angstrom": [[-0.5612, -3.0158, 1.4552], [-0.7478, -1.3386, 0.1765], [-1.6197, 0.5271, -1.3032], [-1.7877, -0.8509, -0.6049], [-2.8225, -1.7096, -0.5569], [0.9741, -0.1557, 0.1565], [-3.7236, -1.4975, -1.1121], [-2.4677, -2.7741, 0.2740], [-3.0639, -3.6313, 0.5147], [-1.1718, -2.4914, 0.7372], [-2.6009, 0.8283, -1.9252], [2.9742, 0.1632, 0.6290], [3.6017, -0.2494, 1.4286], [2.4083, 0.9901, 1.1166], [3.6209, 0.5695, -0.1524], [-0.3573, 0.4217, -2.2049], [-1.2921, 1.5718, -0.2005], [0.9050, 0.1057, -1.6369], [-0.1737, 1.3889, 0.6175], [-0.2054, 0.5643, -3.5215], [-1.9285, 2.6916, 0.1700], [-1.0626, 0.8135, -4.1332], [-2.8189, 2.9998, -0.3559], [1.1303, 0.3464, -3.8583], [-1.2375, 3.2635, 1.2411], [1.8031, 0.0655, -2.6757], [-0.1589, 2.4133, 1.5084], [1.5587, 0.3869, -4.8423], [-1.4836, 4.1710, 1.7551], [2.8362, -0.1565, -2.4681], [0.6053, 2.4653, 2.2667], [2.3900, -0.8292, 0.2375], [0.4980, -2.8261, 3.2916], [1.3115, -1.6279, 3.4793], [1.2114, -1.1486, 4.8312], [2.6912, -1.8925, 3.1059], [0.7654, -0.5521, 2.5593]],
  "forces_ev_per_a": [[0.1, 0.0, -0.1], [-1.2, -0.4, -0.4], [0.2, -0.4, 0.6], [0.7, -0.6, 0.5], [0.6, -0.3, 0.4], [-4.5, -0.1, 5.5], [0.0, -0.1, 0.1], [0.0, 0.5, -0.2], [-0.1, -0.1, 0.1], [-0.4, 1.1, -1.1], [0.2, 0.0, 0.0], [2.0, -1.6, 0.1], [-0.2, 0.1, -0.2], [-0.2, -0.6, -0.5], [-0.2, -0.2, 0.0], [2.0, -0.3, 0.1], [1.0, 0.4, 1.1], [-0.8, 1.1, -5.8], [-2.3, 1.7, 0.0], [0.3, -0.1, 0.3], [0.6, -0.2, 0.4], [0.2, -0.1, 0.0], [0.0, 0.1, 0.1], [0.1, 0.0, -0.3], [-0.1, -0.2, -0.2], [-2.0, 0.3, 0.9], [-0.8, -0.8, -1.5], [0.0, 0.0, -0.1], [-0.1, 0.1, 0.1], [0.0, 0.0, -0.1], [0.0, 0.0, 0.0], [4.5, 0.4, 1.0], [0.8, 1.0, 0.2], [-0.6, -0.1, -0.4], [0.1, -0.2, -0.8], [-0.7, 0.3, 0.1], [0.7, -0.7, 0.2]],
  "charge": 0,
  "homo_ha": [-0.289, -0.344],
  "s2": 3.764,
  "orbital_gap_ev": [7.68, 9.25],
  "spin_multiplicity": 4,
  "total_energy_ha": -2447.76935
}



(3)
{
  "formula": "C10H14BClN6Re",
  "method": "ωB97M-V with the def2-TZVPD basis set",
  "symbols": ["H", "N", "B", "N", "C", "Re", "H", "C", "H", "C", "H", "C", "H", "H", "H", "N", "N", "N", "N", "C", "C", "H", "H", "C", "C", "C", "C", "H", "H", "H", "H", "H", "Cl"],
  "positions_angstrom": [[2.0297, -1.9389, 0.0511], [1.6464, -0.0527, -0.7531], [1.8484, 2.2583, -1.9095], [2.3263, 0.8129, -1.6394], [3.4644, 0.2138, -2.0397], [0.0465, 0.5644, 0.1906], [4.0720, 0.7810, -2.7501], [3.5826, -1.0040, -1.3655], [4.4244, -1.6781, -1.4040], [2.4270, -1.1626, -0.5898], [2.5701, 2.9581, -2.6379], [-1.9784, 0.7689, 2.4550], [-1.9411, -0.2278, 2.9895], [-2.7957, 0.8059, 1.7274], [-2.1469, 1.5921, 3.1734], [1.7982, 2.9380, -0.5439], [0.3974, 2.0073, -2.3487], [1.0333, 2.3088, 0.4543], [-0.4557, 1.1547, -1.6005], [2.3489, 4.0479, -0.0091], [-0.3180, 2.5656, -3.3452], [2.9553, 4.6584, -0.6375], [0.2117, 3.1949, -4.0478], [1.9741, 4.1525, 1.3243], [-1.6579, 2.1755, -3.2048], [1.1586, 3.0435, 1.5929], [-1.7117, 1.2614, -2.1473], [2.2506, 4.9317, 2.0189], [-2.5034, 2.5302, -3.7739], [0.6220, 2.6689, 2.4523], [-2.4827, 0.6590, -1.6784], [-0.9770, 0.9088, 1.8639], [-0.7365, -1.6981, 0.2319]],
  "forces_ev_per_a": [[0.5, -0.1, -0.2], [2.1, 0.8, -1.2], [0.5, 0.1, -0.1], [0.6, -1.3, 0.4], [-1.1, 0.6, 0.9], [-0.2, -3.0, -0.5], [0.0, -0.6, 0.3], [-0.3, -0.5, 0.4], [-0.2, -0.1, -0.1], [0.3, 0.9, -0.8], [-0.8, -1.0, 0.3], [-0.3, -0.7, 0.2], [0.1, 1.2, -0.9], [0.2, -0.2, 0.1], [0.7, -0.3, -0.5], [-0.9, 0.0, 2.0], [-1.7, -0.2, -0.4], [0.9, 1.5, -0.2], [0.0, 2.1, -1.8], [-0.9, -1.4, -0.1], [0.0, -0.8, 1.6], [0.3, 0.4, -0.1], [-0.3, 0.1, 0.0], [-0.5, -0.4, 0.7], [-0.4, -0.6, 0.3], [0.5, 0.4, -1.2], [1.1, 0.7, -0.1], [0.0, -0.1, -0.1], [0.1, -0.2, -0.2], [0.2, 0.5, 0.3], [-0.2, 0.3, -0.4], [-0.8, 0.3, 1.2], [0.4, 2.0, 0.2]],
  "charge": 2,
  "homo_ha": [-0.606, -0.607],
  "s2": 3.772,
  "orbital_gap_ev": [7.82, 6.86],
  "spin_multiplicity": 4,
  "total_energy_ha": -1280.73030
}



(4)
{
  "formula": "C10H14BF5N6NiOTe",
  "method": "ωB97M-V with the def2-TZVPD basis set",
  "symbols": ["H", "N", "B", "N", "C", "Ni", "H", "C", "H", "C", "H", "C", "H", "H", "H", "N", "N", "N", "N", "C", "C", "H", "H", "C", "C", "C", "C", "H", "H", "H", "H", "H", "F", "Te", "F", "F", "F", "F", "O"],
  "positions_angstrom": [[-0.0274, 3.1381, 0.8135], [0.2869, 1.8036, -0.7942], [0.7093, 0.7546, -3.1363], [0.6233, 1.9414, -2.1059], [0.7736, 3.2616, -2.3774], [0.0000, 0.0000, 0.0000], [1.0393, 3.5795, -3.3844], [0.5292, 3.9950, -1.2156], [0.5685, 5.0758, -1.0912], [0.2246, 3.0325, -0.2401], [1.1916, 1.2125, -4.1505], [-2.1691, -2.8376, 1.5730], [-2.4417, -3.1990, 2.5732], [-1.1316, -3.3512, 1.3835], [-2.7977, -3.2716, 0.7818], [-0.6815, 0.1735, -3.4438], [1.6539, -0.3293, -2.5596], [-1.4983, -0.3362, -2.4828], [1.5342, -0.7861, -1.2892], [-1.2983, 0.1624, -4.6635], [2.6676, -0.9792, -3.1862], [-0.7841, 0.5303, -5.5517], [2.9154, -0.7421, -4.2200], [-2.5701, -0.3734, -4.4933], [3.2258, -1.8914, -2.2910], [-2.6357, -0.6656, -3.1091], [2.4796, -1.7270, -1.1085], [-3.3298, -0.5383, -5.2573], [4.0602, -2.5688, -2.4659], [-3.4580, -1.1076, -2.5417], [2.5818, -2.2216, -0.1422], [-2.2415, -1.7347, 1.5302], [0.9428, -2.2011, 3.6011], [0.1157, -0.5041, 2.9232], [-1.6768, -1.0724, 3.6235], [0.3915, 0.3300, 4.7290], [-0.7379, 1.1849, 2.2659], [1.9245, 0.1302, 2.3401], [-0.1100, -1.3706, 1.0553]],
  "forces_ev_per_a": [[0.1, 0.0, -0.4], [-0.2, 0.2, 0.0], [0.1, 0.2, 0.0], [-0.1, 0.8, 0.3], [-0.1, -0.4, 0.3], [1.0, 2.3, -4.0], [-0.1, -0.1, 0.4], [0.0, -0.2, 0.0], [0.0, -0.5, -0.1], [0.2, -0.4, -0.7], [-0.1, -0.2, 0.2], [0.9, -1.8, -0.4], [-0.4, 0.2, -0.4], [-1.8, 1.6, 0.3], [-0.2, 0.1, 0.5], [-0.4, 0.1, -0.4], [0.5, -0.4, 0.1], [0.1, 0.2, -0.3], [0.0, -0.1, 0.1], [-0.2, -0.2, 0.6], [-0.3, 0.0, 0.5], [-0.2, -0.1, 0.4], [-0.1, -0.1, 0.4], [0.4, 0.1, 0.2], [-0.2, 0.3, 0.0], [0.2, 0.0, 0.1], [-0.3, 0.3, -0.2], [0.3, 0.1, 0.4], [-0.4, 0.3, 0.1], [0.4, 0.2, -0.3], [-0.1, 0.2, -0.4], [0.2, -1.1, -0.1], [-1.3, 2.8, -0.9], [0.0, -2.0, 0.6], [3.0, 1.2, -0.8], [-0.4, -1.3, -3.3], [1.2, -1.9, 0.7], [-2.5, -0.5, 1.0], [0.9, 0.4, 5.3]],
  "charge": 0,
  "homo_ha": [-0.342, -0.342],
  "s2": 2.008,
  "orbital_gap_ev": [5.38, 5.39],
  "spin_multiplicity": 3,
  "total_energy_ha": -3093.73578
}